DFT (wB97M-V/def2-TZVPD) results for 11 unconnected molecules or ions with the total composition C25H72N8O11 at a distorted geometry.

Output
Maximum force   7.13 eV/A
Orbital gap (alpha / beta)   8.71 / 2.82 eV
Multiplicity   2
Relative energy (zero: lowest compared OMol25 entry of this formula, charge and spin)   0.0 kJ/mol
Total charge   +1
M   660.9 g/mol

```
116
Properties=species:S:1:pos:R:3:forces:R:3
C 11.001 -6.882 4.470 -0.597 0.041 0.921
C 12.133 -7.869 4.367 -1.354 -0.089 -0.639
C 11.940 -8.787 3.160 0.352 -0.104 0.595
O 13.253 -7.065 4.091 1.305 -0.026 0.284
H 11.150 -6.227 5.329 0.475 0.441 -0.240
H 10.025 -7.288 4.736 -0.232 -0.478 -0.674
H 11.007 -6.346 3.521 -0.426 0.271 0.225
H 12.257 -8.417 5.302 0.027 -0.180 -0.054
H 11.780 -8.174 2.273 0.234 -0.040 -0.072
H 11.096 -9.471 3.243 -0.030 0.028 0.210
H 12.863 -9.364 3.093 -0.108 -0.147 -0.478
H 13.782 -7.075 4.893 0.295 0.263 -0.139
C 12.294 -10.174 9.214 -0.097 -0.577 0.181
C 12.544 -8.857 8.498 1.684 0.033 1.261
C 13.847 -8.897 7.719 -0.783 -0.523 -0.845
O 11.445 -8.483 7.708 0.128 -0.221 0.173
H 12.278 -11.043 8.556 -0.063 0.163 -0.406
H 11.337 -10.170 9.735 -0.109 0.141 0.040
H 13.053 -10.428 9.955 0.177 0.352 0.034
H 12.757 -8.146 9.297 -0.661 0.592 0.069
H 14.687 -9.126 8.376 0.073 0.237 -0.196
H 13.960 -7.988 7.128 0.323 0.248 0.406
H 13.730 -9.679 6.969 0.336 -0.325 -0.069
H 11.002 -9.334 7.670 -1.059 -0.079 -0.601
C 4.572 -14.647 4.955 2.135 -0.501 -0.283
C 4.686 -13.980 6.350 -1.747 1.416 -3.004
C 5.311 -12.578 6.166 0.081 0.163 1.281
O 3.284 -13.837 6.729 1.017 -0.094 1.475
H 4.136 -14.170 4.078 -1.030 0.932 0.730
H 4.182 -15.665 4.958 0.205 0.005 0.307
H 5.584 -14.616 4.553 0.527 -0.868 0.073
H 5.319 -14.569 7.014 -0.764 -0.192 0.302
H 5.324 -11.996 7.088 -0.788 -0.176 0.463
H 4.746 -11.975 5.455 0.261 -0.208 -0.314
H 6.392 -12.543 6.033 0.075 -0.530 -1.001
H 2.824 -13.556 5.935 0.036 -0.041 -0.044
C 11.258 -13.566 9.564 0.128 0.502 -0.127
C 9.940 -14.280 9.375 1.172 -0.653 1.468
C 9.514 -14.775 10.777 0.567 -0.744 -0.861
O 8.939 -13.410 8.985 -1.281 1.292 -0.297
H 12.107 -14.210 9.794 -0.163 -0.245 -0.172
H 11.150 -12.891 10.413 0.152 0.390 -0.122
H 11.469 -13.010 8.651 0.287 0.139 0.091
H 10.109 -14.969 8.547 -0.302 -0.954 0.464
H 10.215 -15.497 11.196 -0.053 -0.378 -0.322
H 8.510 -15.199 10.758 0.012 0.184 0.275
H 9.648 -13.935 11.458 -0.660 0.218 -0.058
H 9.304 -12.795 8.345 0.031 0.438 -0.338
C 5.337 -14.219 10.133 -1.090 0.214 -0.168
C 4.984 -13.171 11.219 2.346 -0.601 0.334
C 6.149 -13.205 12.270 -0.872 -0.438 0.064
O 5.012 -11.854 10.611 -0.292 -0.462 0.417
H 5.236 -15.261 10.435 0.039 0.069 0.413
H 6.342 -14.082 9.734 0.177 0.220 0.254
H 4.661 -14.109 9.284 -0.156 0.128 -0.023
H 4.054 -13.319 11.768 -0.223 0.009 -0.597
H 6.290 -14.164 12.768 -0.249 -0.403 -0.408
H 5.955 -12.555 13.123 0.133 0.569 -0.295
H 7.083 -13.003 11.745 0.001 0.225 0.171
H 5.935 -11.610 10.717 0.098 0.372 -0.191
C 7.587 -8.825 2.492 0.628 -0.068 -0.619
C 6.492 -8.488 3.488 -0.846 -1.361 1.539
C 5.960 -9.773 4.093 -0.139 -1.726 -0.637
O 7.075 -7.747 4.537 2.060 1.309 -0.859
H 8.488 -8.930 3.096 0.278 0.506 -0.241
H 7.701 -8.168 1.630 0.224 0.828 0.603
H 7.576 -9.759 1.930 -0.989 -0.572 0.550
H 5.621 -7.976 3.079 0.143 0.409 -0.395
H 5.308 -9.776 4.967 -0.282 0.838 -0.059
H 6.722 -10.496 4.384 0.675 0.344 0.053
H 5.460 -10.330 3.301 -0.477 -0.006 -0.049
H 6.671 -7.595 5.395 -0.963 -0.408 -0.383
C 8.829 -13.396 3.288 -1.096 0.955 0.413
C 9.921 -12.333 3.449 0.560 -0.693 0.134
C 9.916 -11.549 4.763 -0.609 0.208 0.258
O 11.129 -13.093 3.264 -0.208 0.372 0.103
H 7.878 -12.979 3.620 -0.265 -0.164 0.044
H 9.032 -14.292 3.874 0.101 0.133 0.350
H 8.677 -13.732 2.262 0.250 0.258 -0.181
H 9.839 -11.596 2.650 0.025 0.010 -0.256
H 9.277 -10.679 4.616 -0.285 0.111 0.020
H 10.849 -11.110 5.118 0.393 -0.361 -0.541
H 9.505 -12.063 5.631 -0.017 -0.424 -0.144
H 10.723 -13.910 2.964 1.097 -0.399 -0.176
C 8.340 -10.044 7.771 -0.794 -0.280 -0.788
O 9.386 -10.617 7.749 3.551 -1.997 0.726
N 8.125 -8.931 7.163 0.312 4.108 -1.978
N 7.239 -10.535 8.259 -2.565 -2.235 2.390
H 7.175 -8.663 6.950 0.444 0.173 -0.238
H 8.887 -8.651 6.562 -0.356 0.524 -0.148
H 6.420 -9.953 8.361 0.074 -0.574 0.186
H 7.349 -11.412 8.748 -0.626 -0.010 0.065
C 4.627 -6.795 6.135 -0.965 -1.654 2.144
O 5.672 -7.099 6.687 1.595 -1.103 1.895
N 3.426 -7.278 6.330 -1.771 -1.971 1.149
N 4.550 -5.846 5.324 1.995 5.183 -4.465
H 2.808 -6.927 5.613 -0.949 -1.111 0.925
H 3.277 -8.016 7.004 -0.522 0.038 -0.579
H 5.469 -5.483 5.112 -0.319 0.585 -0.684
H 3.720 -5.555 4.827 0.544 0.129 0.048
C 4.876 -7.119 10.222 0.862 -1.280 5.462
O 3.979 -6.387 9.802 -2.285 1.686 -0.624
N 5.807 -7.506 9.483 3.565 -0.692 -5.193
N 5.197 -7.451 11.477 -3.673 1.986 1.397
H 5.853 -7.025 8.596 0.456 -0.640 -1.279
H 6.656 -7.741 9.978 0.543 -0.214 -0.454
H 5.918 -8.135 11.659 0.540 -0.598 0.263
H 4.625 -7.000 12.177 0.231 -0.587 0.442
C 7.720 -10.125 12.065 4.134 -2.841 1.056
O 7.261 -9.235 11.443 -3.317 4.157 -2.320
N 8.532 -11.008 11.483 0.767 -1.368 -0.949
N 7.724 -10.263 13.379 -1.144 0.797 2.700
H 9.105 -11.601 12.067 -0.090 -0.032 -0.534
H 8.750 -10.926 10.500 0.053 -0.114 0.119
H 7.399 -9.465 13.906 -0.032 -0.324 0.099
H 8.283 -10.938 13.880 -0.212 0.148 -0.304
```
Positions in Å, forces in eV/Å.